# 1
Here is a molecular structure, C10H36B2FeO12S2 at a distorted geometry from OMol25. Energies are from ωB97M-V/def2-TZVPD.

Last column: Löwdin spin population.
Geometry (Å):
Fe (-1.35, 1.73, 1.37)  4.137
S (-0.58, 3.31, -0.58)  0.016
O (-0.30, 4.66, -0.15)  0.011
O (-1.85, 2.78, -0.11)  0.122
O (-0.41, 3.09, -2.01)  0.021
O (0.12, 2.35, 0.26)  0.109
S (-0.43, 3.40, 3.27)  0.019
O (0.48, 4.36, 2.70)  0.013
O (-1.61, 3.33, 2.42)  0.120
O (-0.13, 2.05, 2.86)  0.107
O (-0.68, 3.57, 4.71)  0.020
B (-0.88, -0.17, 0.39)  0.074
H (-1.60, 0.56, 0.05)  0.021
H (-0.35, 0.23, 1.24)  0.022
H (-1.34, -1.10, 0.66)  0.006
H (-0.17, -0.33, -0.41)  0.009
B (-3.06, 0.96, 2.40)  0.086
H (-3.09, 1.51, 1.47)  0.025
H (-2.08, 0.51, 2.53)  0.025
H (-3.19, 1.64, 3.23)  0.010
H (-3.81, 0.19, 2.44)  0.014
C (1.71, -0.33, -3.04)  0.001
O (1.42, 1.06, -2.97)  0.000
H (2.74, -0.41, -3.41)  0.000
H (1.64, -0.94, -2.13)  0.000
H (1.15, -0.82, -3.83)  0.000
H (2.01, 1.38, -2.28)  0.000
C (3.46, 2.57, 1.33)  0.000
C (3.56, 1.32, 0.49)  0.000
C (3.05, 0.02, 1.17)  0.002
O (2.74, 1.63, -0.59)  0.002
H (3.67, 3.51, 0.82)  0.000
H (4.18, 2.41, 2.13)  0.000
H (2.44, 2.57, 1.71)  0.000
H (4.58, 1.16, 0.15)  0.000
H (3.17, -0.83, 0.50)  0.000
H (2.02, 0.13, 1.51)  0.001
H (3.62, -0.16, 2.08)  0.000
H (1.91, 1.91, -0.20)  0.001
C (0.84, -5.07, 0.40)  0.596
C (0.18, -3.66, 0.69)  0.009
C (0.59, -3.18, 2.13)  0.018
O (0.74, -2.69, -0.23)  0.010
H (0.62, -5.41, -0.61)  0.099
H (0.40, -5.76, 1.12)  0.140
H (1.93, -5.09, 0.48)  0.092
H (-0.90, -3.60, 0.52)  0.004
H (1.68, -3.10, 2.18)  0.006
H (0.18, -3.81, 2.92)  0.010
H (0.21, -2.18, 2.34)  0.002
H (0.36, -1.82, -0.09)  0.001
C (-1.78, -1.68, -3.53)  0.005
C (-2.45, -0.34, -3.18)  0.000
C (-3.58, -0.43, -2.12)  0.002
O (-1.43, 0.47, -2.59)  0.003
H (-1.04, -1.51, -4.31)  0.000
H (-2.48, -2.41, -3.92)  0.003
H (-1.28, -2.21, -2.71)  0.001
H (-2.79, 0.11, -4.12)  0.000
H (-3.92, 0.58, -1.90)  0.000
H (-3.30, -0.99, -1.23)  0.001
H (-4.37, -1.00, -2.62)  0.000
H (-1.18, -0.03, -1.80)  0.002

Computed properties:
expectation value of S²: 12.010
multiplicity: 7
total charge: -4
gap between HOMO and LUMO (alpha / beta): 0.090 / 0.243 Eh
M: 489.989 g mol⁻¹
E_tot: -92919.9855 eV


# 2
Here is 8 unconnected molecules or ions with the total composition C10H36N10O8 at a distorted geometry from OMol25. Energies are from ωB97M-V/def2-TZVPD.

Last column: Löwdin charge in e.
Geometry (Å):
N (-4.25, 1.26, 0.00)  0.149
C (-3.38, 2.12, 0.39)  -0.584
N (-2.60, 1.65, 1.41)  0.134
O (-3.22, 3.34, -0.21)  -0.072
H (-4.96, 1.62, -0.58)  0.133
H (-4.48, 0.37, 0.35)  0.129
H (-2.01, 2.32, 1.91)  0.138
H (-2.57, 0.64, 1.71)  0.092
N (0.19, 0.32, -2.78)  0.080
C (0.80, 0.30, -3.96)  -0.599
N (0.01, -0.14, -4.91)  0.155
O (2.13, 0.48, -4.15)  -0.059
H (0.70, 0.78, -1.98)  0.078
H (-0.77, 0.56, -2.67)  0.090
H (0.48, -0.13, -5.82)  0.126
H (-1.07, -0.03, -4.84)  0.174
N (1.56, 1.34, -0.67)  0.136
C (0.50, 1.73, -0.03)  -0.650
N (-0.32, 0.77, 0.13)  0.160
O (0.50, 2.99, 0.39)  -0.035
H (2.22, 2.11, -0.52)  0.133
H (1.94, 0.42, -0.70)  0.056
H (-1.12, 1.00, 0.72)  0.062
H (-0.09, -0.17, -0.17)  0.069
N (-0.08, -2.05, -0.44)  0.119
C (1.20, -1.96, -0.27)  -0.696
N (1.84, -1.46, -1.28)  0.138
O (1.84, -2.36, 0.85)  -0.098
H (-0.64, -2.57, 0.33)  0.154
H (-0.65, -1.87, -1.37)  0.032
H (2.94, -1.39, -1.15)  0.130
H (1.37, -1.02, -2.10)  0.092
N (-1.55, -1.73, -2.44)  0.122
C (-2.58, -1.12, -2.00)  -0.695
N (-2.37, -0.07, -1.33)  0.178
O (-3.85, -1.41, -2.30)  -0.082
H (-1.80, -2.54, -3.01)  0.168
H (-0.79, -1.08, -2.84)  0.095
H (-3.22, 0.47, -1.07)  0.076
H (-1.47, 0.31, -0.91)  0.070
C (-0.17, -0.83, 3.22)  -0.038
C (-1.61, -1.15, 3.34)  -0.623
C (-2.38, -0.22, 4.31)  -0.013
O (-2.16, -1.13, 2.21)  -0.021
H (0.41, -1.65, 2.81)  0.076
H (0.25, -0.63, 4.25)  0.120
H (0.00, 0.01, 2.75)  0.008
H (-1.67, -2.19, 3.69)  0.151
H (-2.01, -0.15, 5.30)  0.067
H (-3.42, -0.52, 4.42)  0.086
H (-2.33, 0.81, 3.93)  0.074
H (-1.89, -1.94, 1.76)  0.121
C (4.70, 0.89, -1.37)  -0.078
O (4.24, -0.46, -1.01)  -0.149
H (4.54, 1.06, -2.41)  0.068
H (5.76, 0.95, -1.22)  0.081
H (4.04, 1.69, -0.92)  0.081
H (4.38, -0.61, -0.07)  0.073
C (2.82, 0.37, 2.16)  -0.185
O (4.14, 0.68, 1.87)  -0.093
H (2.16, 1.10, 2.58)  0.083
H (2.81, -0.51, 2.76)  0.077
H (2.43, -0.05, 1.23)  0.042
H (4.59, 0.74, 2.72)  0.097

Computed properties:
SMILES: NC(N)=O.NC(N)=O.NC(N)=O.NC(N)=O.NC(N)=O.CC(C)O.CO.CO
gap between HOMO and LUMO: 0.353 Eh
M: 424.460 g mol⁻¹
ΔE to the lowest compared entry with this formula, charge and spin: 195.31 kcal per mole
E_tot: -42231.0039 eV


# 3
Here is 8 unconnected molecules or ions with the total composition C10H36N2O8 at a distorted geometry from OMol25. Energies are from ωB97M-V/def2-TZVPD.

Last column: Löwdin charge in e.
Geometry (Å):
N (-1.14, -2.04, 2.17)  0.172
C (-0.90, -3.26, 1.79)  -0.676
N (-0.01, -3.91, 2.46)  0.137
O (-1.62, -3.78, 0.76)  -0.110
H (-1.70, -1.49, 1.55)  0.038
H (-0.51, -1.60, 2.92)  0.158
H (0.43, -4.78, 2.12)  0.127
H (0.41, -3.50, 3.36)  0.151
C (-0.17, -0.93, -2.37)  -0.071
C (0.21, -0.25, -1.02)  -0.280
O (0.01, 1.19, -1.12)  -0.100
H (-1.17, -0.71, -2.79)  0.064
H (-0.09, -2.01, -2.33)  0.065
H (0.43, -0.55, -3.31)  0.099
H (1.29, -0.31, -0.94)  0.054
H (-0.19, -0.71, -0.16)  0.062
H (-0.90, 1.42, -0.88)  0.028
C (-1.66, 4.17, -0.72)  -0.056
C (-2.78, 3.22, -1.24)  -0.284
O (-2.75, 2.07, -0.44)  -0.154
H (-1.86, 4.49, 0.31)  0.080
H (-1.62, 5.01, -1.37)  0.066
H (-0.74, 3.69, -0.68)  0.036
H (-2.48, 2.91, -2.22)  0.104
H (-3.88, 3.65, -1.32)  0.156
H (-2.97, 2.44, 0.50)  0.149
C (2.74, 1.56, 0.81)  -0.170
O (3.19, 1.79, 2.10)  -0.109
H (1.98, 2.33, 0.58)  0.081
H (2.10, 0.66, 1.00)  0.079
H (3.49, 1.42, 0.01)  0.086
H (2.88, 1.07, 2.62)  0.052
C (-0.88, 1.62, 2.14)  -0.128
O (-0.08, 1.69, 3.37)  -0.109
H (-0.56, 0.90, 1.42)  0.036
H (-0.94, 2.62, 1.67)  0.079
H (-1.91, 1.29, 2.26)  0.070
H (0.19, 2.61, 3.49)  0.072
C (2.29, -2.82, 0.47)  -0.134
O (2.38, -4.04, -0.34)  -0.123
H (1.34, -2.40, 0.12)  0.054
H (3.00, -2.00, 0.24)  0.087
H (2.22, -2.92, 1.51)  0.035
H (1.72, -4.68, 0.00)  0.076
C (3.54, 0.02, -2.62)  -0.166
O (3.23, 1.18, -3.39)  -0.093
H (3.11, 0.05, -1.65)  0.012
H (4.62, -0.15, -2.49)  0.089
H (3.29, -0.98, -3.04)  0.089
H (2.28, 1.23, -3.40)  0.049
C (-3.25, -1.41, -0.41)  -0.123
O (-2.59, -0.53, 0.46)  -0.170
H (-4.19, -0.91, -0.76)  0.102
H (-3.49, -2.38, -0.07)  0.056
H (-2.57, -1.57, -1.28)  0.079
H (-2.76, 0.36, 0.15)  0.029

Computed properties:
SMILES: NC(N)=O.CCO.CCO.CO.CO.CO.CO.CO
gap between HOMO and LUMO: 0.350 Eh
M: 312.404 g mol⁻¹
ΔE to the lowest compared entry with this formula, charge and spin: 65.97 kcal per mole
E_tot: -30309.4610 eV


# 4
Here is 8 unconnected molecules or ions with the total composition C10H36O10S at a distorted geometry from OMol25. Energies are from ωB97M-V/def2-TZVPD.

Last column: Löwdin charge in e.
Geometry (Å):
C (7.47, 6.11, -7.41)  -0.064
C (8.78, 6.11, -8.18)  -0.227
O (9.60, 7.10, -7.47)  -0.264
S (11.12, 7.27, -7.93)  0.603
C (11.83, 5.65, -7.58)  -0.110
O (11.17, 7.43, -9.37)  -0.299
O (11.77, 8.23, -7.09)  -0.261
H (7.14, 7.14, -7.30)  0.085
H (7.50, 5.59, -6.45)  0.080
H (6.68, 5.62, -7.98)  0.083
H (9.26, 5.15, -8.30)  0.111
H (8.61, 6.58, -9.15)  0.121
H (11.53, 5.35, -6.57)  0.079
H (12.91, 5.69, -7.64)  0.054
H (11.44, 4.94, -8.30)  0.062
C (12.44, 6.60, -12.52)  -0.163
O (11.75, 5.74, -11.64)  -0.132
H (11.84, 7.51, -12.68)  0.081
H (13.40, 6.96, -12.12)  0.056
H (12.55, 6.14, -13.49)  0.079
H (11.47, 6.20, -10.84)  0.014
C (18.44, 6.86, -7.73)  -0.092
O (17.23, 7.19, -7.02)  -0.139
H (18.81, 7.78, -8.19)  0.072
H (19.15, 6.48, -7.00)  0.080
H (18.19, 6.15, -8.52)  0.079
H (17.26, 8.07, -6.65)  0.086
C (15.18, 12.51, -7.40)  -0.168
O (14.60, 12.62, -6.11)  -0.119
H (14.96, 13.40, -8.00)  0.077
H (16.26, 12.34, -7.32)  0.073
H (14.77, 11.67, -7.95)  0.067
H (15.10, 13.30, -5.65)  0.071
C (14.74, 8.23, -9.28)  -0.118
O (15.17, 6.91, -8.94)  -0.162
H (15.56, 8.75, -9.78)  0.060
H (13.92, 8.10, -9.99)  0.070
H (14.42, 8.80, -8.40)  0.079
H (15.88, 6.98, -8.28)  0.036
C (14.72, 3.05, -8.77)  -0.134
O (15.84, 3.89, -9.09)  -0.134
H (14.99, 2.20, -8.15)  0.075
H (13.99, 3.65, -8.22)  0.057
H (14.21, 2.75, -9.70)  0.079
H (15.51, 4.79, -9.10)  0.024
C (18.06, 9.86, -10.90)  -0.168
O (18.75, 10.62, -11.88)  -0.115
H (18.56, 9.98, -9.93)  0.073
H (17.03, 10.20, -10.84)  0.069
H (18.01, 8.79, -11.16)  0.065
H (19.65, 10.30, -11.91)  0.074
C (16.41, 6.12, -12.07)  -0.163
O (15.86, 5.28, -13.07)  -0.113
H (15.64, 6.45, -11.37)  0.048
H (17.13, 5.57, -11.44)  0.079
H (16.93, 6.96, -12.53)  0.071
H (15.94, 4.36, -12.79)  0.073

Computed properties:
SMILES: CCOS(C)(=O)=O.CO.CO.CO.CO.CO.CO.CO
gap between HOMO and LUMO: 0.367 Eh
M: 348.455 g mol⁻¹
ΔE to the lowest compared entry with this formula, charge and spin: 6.05 kcal per mole
E_tot: -42260.3085 eV